[1]
Below is 2 unconnected molecules or ions with the total composition C3H7O3 at a distorted geometry, with properties calculated with wB97M-V/def2-TZVPD.

XYZ file:
```
13
Properties=species:S:1:pos:R:3
C -0.399 1.878 -1.589
C -0.945 1.136 -0.342
O -0.619 -0.088 -0.204
O -1.459 1.860 0.520
H 0.360 1.463 -2.233
H 0.021 2.808 -1.179
H -1.235 2.201 -2.205
C 0.838 -2.414 0.798
O 2.129 -1.862 0.988
H 2.342 -1.427 0.162
H 0.351 -3.031 1.546
H 0.068 -1.549 0.624
H 0.907 -3.060 -0.044
```

Summary:
max |F|: 3.3 eV Å⁻¹
energy above the lowest of the compared OMol25 structures with the same formula, charge and spin: 156.46 kJ/mol
energy: -344.25063 a.u.
spin multiplicity: 1
charge: -1
orbital gap: 8.16 eV

---

[2]
Below is 2 unconnected molecules or ions with the total composition C3H7O3 at a distorted geometry, with properties calculated with wB97M-V/def2-TZVPD.

XYZ file:
```
13
Properties=species:S:1:pos:R:3
O -0.070 1.816 -0.575
C -0.926 0.962 -0.908
O -1.678 0.868 -1.909
C -0.947 -0.312 -0.046
C 0.131 -1.375 -0.247
H -2.002 -0.573 0.048
H -0.620 -0.049 0.997
H 0.130 -1.780 -1.278
H 0.177 -2.224 0.429
H 1.095 -0.807 -0.416
H 1.495 0.362 1.374
H 1.416 1.874 0.954
O 1.800 1.240 1.577
```

Summary:
max |F|: 3.6 eV Å⁻¹
energy above the lowest of the compared OMol25 structures with the same formula, charge and spin: 83.35 kJ/mol
energy: -344.27847 a.u.
spin multiplicity: 1
charge: -1
orbital gap: 8.31 eV

---

[3]
Below is 2 unconnected molecules or ions with the total composition C3H7O3, with properties calculated with wB97M-V/def2-TZVPD.

XYZ file:
```
13
Properties=species:S:1:pos:R:3
O 2.369 -0.372 2.168
C 1.666 -0.094 1.188
O 0.850 -0.806 0.550
H 1.746 0.976 0.844
H 0.295 -0.381 -1.068
C -1.219 0.845 -1.014
O -0.364 -0.028 -1.711
C -2.574 0.210 -0.801
H -0.777 1.140 -0.058
H -1.326 1.769 -1.586
H -3.196 0.866 -0.198
H -3.079 0.168 -1.770
H -2.440 -0.731 -0.287
```

Summary:
max |F|: 0.9 eV Å⁻¹
energy above the lowest of the compared OMol25 structures with the same formula, charge and spin: 63.85 kJ/mol
energy: -344.28590 a.u.
spin multiplicity: 1
charge: -1
orbital gap: 8.47 eV

---

[4]
Below is a single C3H7O3PS molecule at a distorted geometry, with properties calculated with wB97M-V/def2-TZVPD.

XYZ file:
```
15
Properties=species:S:1:pos:R:3
C 0.337 -0.476 -0.918
C 1.387 -1.261 -0.164
C -0.853 1.598 0.642
O 1.724 1.128 0.642
O 3.653 -0.386 1.058
O 3.109 0.396 -1.217
P 0.560 1.388 -0.547
S 2.691 -0.026 0.078
H 0.491 -0.590 -1.992
H -0.679 -0.799 -0.680
H 1.072 -1.605 0.817
H 1.815 -2.074 -0.740
H -0.929 2.647 0.921
H -0.700 1.004 1.541
H -1.781 1.313 0.155
```

Summary:
max |F|: 1.5 eV Å⁻¹
energy above the lowest of the compared OMol25 structures with the same formula, charge and spin: 193.97 kJ/mol
energy: -1083.77119 a.u.
spin multiplicity: 1
charge: 0
orbital gap: 10.29 eV

---

[5]
Below is 2 unconnected molecules or ions with the total composition C3H7O4P at a distorted geometry, with properties calculated with wB97M-V/def2-TZVPD.

XYZ file:
```
15
Properties=species:S:1:pos:R:3
C -1.911 1.169 0.295
C 0.389 -0.849 -0.459
C -1.809 -0.365 0.457
O 3.238 -1.043 -0.494
O 2.229 1.279 -0.590
O 2.084 -0.083 1.667
O -2.615 -1.070 -0.172
P 1.931 -0.075 0.146
H -1.535 1.780 1.202
H -1.390 1.569 -0.612
H -2.961 1.538 0.305
H 0.448 -1.938 -0.321
H 0.199 -0.642 -1.597
H -1.391 -0.596 1.536
H 3.093 -0.674 -1.361
```

Summary:
max |F|: 2.2 eV Å⁻¹
energy above the lowest of the compared OMol25 structures with the same formula, charge and spin: 277.68 kJ/mol
energy: -760.80264 a.u.
spin multiplicity: 1
charge: -2
orbital gap: 5.79 eV

---

[6]
Below is a gas-phase ion, C3H7O4S (charge -1) at a distorted geometry, with properties calculated with wB97M-V/def2-TZVPD.

XYZ file:
```
15
Properties=species:S:1:pos:R:3
C -1.483 0.952 -0.406
C -1.113 -0.537 -0.359
C 0.381 -0.635 0.287
O 2.571 -0.372 -0.919
O 2.047 1.421 0.615
O 0.318 -0.328 1.678
O 1.014 -1.842 0.045
S 1.564 0.650 -0.537
H -0.966 1.496 -1.254
H -1.327 1.190 0.664
H -2.590 1.002 -0.654
H -1.870 -0.994 0.275
H -1.119 -1.025 -1.271
H 0.583 0.619 1.788
H 1.991 -1.597 0.047
```

Summary:
max |F|: 3.2 eV Å⁻¹
energy above the lowest of the compared OMol25 structures with the same formula, charge and spin: 59.17 kJ/mol
energy: -817.68612 a.u.
spin multiplicity: 1
charge: -1
orbital gap: 7.51 eV

---

[7]
Below is 2 unconnected molecules or ions with the total composition C3H7OP at a distorted geometry, with properties calculated with wB97M-V/def2-TZVPD.

XYZ file:
```
12
Properties=species:S:1:pos:R:3
C -2.319 0.719 0.456
P -0.813 0.518 -0.245
C -0.478 -1.228 0.410
H -2.686 1.674 0.611
H -2.655 0.048 1.332
H 0.603 -1.589 0.504
H -0.819 -0.930 1.375
H -1.164 -2.001 0.020
C 3.337 0.052 -0.005
O 3.269 1.089 -0.607
H 2.919 -0.921 -0.420
H 3.732 -0.028 1.036
```

Summary:
max |F|: 3.5 eV Å⁻¹
energy above the lowest of the compared OMol25 structures with the same formula, charge and spin: 233.33 kJ/mol
energy: -534.98933 a.u.
SMILES: C=PC.C=O
spin multiplicity: 1
charge: 0
orbital gap: 9.46 eV

---

[8]
Below is a single C3H7OP molecule at a distorted geometry, with properties calculated with wB97M-V/def2-TZVPD.

XYZ file:
```
12
Properties=species:S:1:pos:R:3
C 1.710 1.157 0.083
C 0.438 1.087 -0.289
P -0.954 0.160 0.330
C -0.736 -1.568 -0.153
O -2.285 0.686 -0.133
H 2.314 1.749 -0.447
H 2.071 0.615 0.958
H 0.161 1.746 -1.129
H -0.900 -0.086 1.635
H -0.353 -1.500 -1.172
H 0.172 -1.827 0.503
H -1.639 -2.218 -0.187
```

Summary:
max |F|: 4.4 eV Å⁻¹
energy above the lowest of the compared OMol25 structures with the same formula, charge and spin: 35.69 kJ/mol
energy: -535.06461 a.u.
SMILES: C=C[P@H](C)=O
spin multiplicity: 1
charge: 0
orbital gap: 10.43 eV